(1)
Molecular formula: C27H17F9MoO2S4
Method: DFT, the ωB97M-V functional and the def2-TZVPD basis

Element x y z (Å)
Mo -0.316 0.388 -0.186
S 4.019 -1.447 -0.988
S -0.515 2.136 -1.675
S 1.408 -0.194 -1.756
S -1.071 1.926 1.354
F -3.209 -4.033 -0.693
F -4.092 -0.078 -0.171
F -1.155 -3.803 -0.050
F -4.078 -1.529 -1.767
F -1.246 -2.067 1.999
F -4.917 -2.050 0.162
F -1.786 -2.983 -1.941
F -3.108 -3.168 1.923
F -3.121 -1.017 2.164
O 1.624 -2.345 -0.371
O -1.623 -0.908 -0.373
C 5.559 2.047 4.196
C 2.967 -1.495 3.712
C 5.897 2.751 3.048
C 0.989 0.058 1.182
C -2.165 -3.200 -0.688
C 4.237 -3.241 4.785
C -2.304 4.224 -1.699
C -3.942 -1.371 -0.449
C -2.529 -1.853 0.010
C -1.666 3.251 -0.936
C 2.386 -1.421 -0.949
C -2.509 -2.034 1.558
C 2.260 -3.397 0.360
C 5.275 2.457 1.841
C 3.976 0.747 2.929
C 4.194 -2.056 4.069
C 1.832 -3.315 4.810
C 2.925 -0.283 2.872
C -3.425 5.023 0.276
C 4.312 1.465 1.780
C -1.914 3.164 0.428
C 4.608 1.043 4.139
C -3.185 5.103 -1.093
C -2.784 4.062 1.038
C 1.785 -2.139 4.084
C 3.057 -3.869 5.161
C 1.920 -0.116 2.011
H -4.116 5.709 0.747
H 2.851 -2.987 1.180
H 1.447 -4.011 0.737
H 4.334 0.502 5.035
H 3.093 -4.792 5.725
H 6.646 3.531 3.094
H 0.911 -3.802 5.103
H 5.111 -1.575 3.753
H -3.687 5.854 -1.689
H 5.192 -3.678 5.045
H 3.834 1.220 0.840
H 0.835 -1.702 3.803
H -2.106 4.279 -2.762
H 2.912 -3.974 -0.294
H -2.963 3.992 2.103
H 6.034 2.284 5.139
H 5.540 2.998 0.943

Summary:
**Relative energy (zero: lowest compared OMol25 entry of this formula, charge and spin)**: 0.0 kJ/mol
**LUMO energy**: -1.98 eV
**HOMO**: -8.0 eV
**E_tot**: -102024.6740 eV

***

(2)
Molecular formula: C27H17N9O8S4Sr
Method: DFT, the ωB97M-V functional and the def2-TZVPD basis

Element x y z (Å)
Sr 0.435 0.115 0.113
S -1.687 -0.897 2.318
S -4.302 -3.023 -1.634
S 2.060 4.712 1.291
S -3.774 0.820 -1.729
O 5.996 2.484 -1.853
O 3.865 2.635 -2.061
O 2.327 0.832 -0.790
O 1.701 -1.007 1.419
O 2.171 -2.916 -1.305
O 7.034 -3.035 0.446
O 8.147 -1.380 -0.367
O -1.341 -0.562 -0.598
N 1.297 -3.859 0.848
N 2.228 -1.607 0.383
N -4.478 3.586 2.596
N 4.858 2.050 -1.675
N 0.393 -6.078 0.253
N -0.641 2.021 0.853
N 7.092 -1.913 -0.042
N 1.301 -1.846 -0.795
N -3.120 5.067 -1.255
C 5.887 0.052 -0.829
C 4.648 -1.770 0.151
C -2.734 -2.356 -1.326
C -4.653 0.022 0.529
C -2.715 3.494 0.732
C 2.491 5.365 -0.348
C 3.422 0.248 -0.638
C -2.667 -3.167 2.965
C 5.869 -1.195 -0.240
C 0.814 -5.019 0.479
C -1.791 -2.983 -2.075
C -5.153 1.610 -1.074
C 3.505 -1.072 -0.034
C -1.605 2.665 0.791
C -2.921 -3.007 1.574
C 0.410 5.439 1.456
C -2.317 -4.026 -2.887
C 1.750 -2.962 0.035
C -3.676 3.519 1.765
C -3.675 -0.247 -0.379
C -2.499 -1.226 -0.323
C -5.505 1.092 0.130
C -2.927 4.344 -0.373
C -2.448 -1.831 1.082
C -2.004 -2.109 3.495
C 4.721 0.763 -1.037
C -3.660 -4.166 -2.751
H -4.769 -0.522 1.456
H 0.471 6.526 1.423
H -2.961 -4.041 3.528
H 4.633 -2.758 0.591
H -0.752 -2.692 -2.040
H -0.233 5.070 0.662
H 3.070 4.614 -0.874
H -1.687 -1.957 4.515
H 3.067 6.284 -0.249
H -6.314 1.472 0.737
H -1.709 -4.643 -3.534
H 1.571 5.552 -0.899
H -5.600 2.438 -1.602
H -4.322 -4.870 -3.231
H -3.427 -3.750 0.976
H 6.821 0.481 -1.158
H 0.014 5.119 2.418

Summary:
**LUMO energy**: 3.36 eV
**HOMO**: -3.5 eV
**Net charge**: -2
**E_tot**: -102233.5543 eV

***

(3)
Molecular formula: C27H18Br2Cl3FeN4O2
Method: DFT, the ωB97M-V functional and the def2-TZVPD basis

Element x y z (Å)
Br -1.568 -1.619 -4.774
Br 1.438 -1.995 -5.631
Fe 0.558 -2.164 -3.317
Cl -0.372 -6.831 -3.916
Cl 2.817 -2.876 -2.142
Cl 4.432 -8.022 -1.770
O -2.103 5.679 6.647
O 0.426 -4.053 -3.401
N -0.369 -2.127 -1.339
N 0.786 -0.120 -2.747
N -1.222 1.105 2.250
N -0.219 2.753 1.154
C -0.880 2.373 2.294
C 0.310 0.167 -1.507
C 1.323 -4.946 -3.022
C -0.335 -0.903 -0.762
C 0.423 1.455 -0.954
C -0.771 0.649 1.043
C -0.144 1.645 0.340
C 2.535 -4.592 -2.420
C 1.572 2.128 -2.946
C -0.951 -3.123 -0.704
C -1.531 -2.972 0.563
C -1.835 2.785 4.529
C -0.814 4.624 3.383
C -0.880 -0.672 0.501
C -1.169 3.283 3.405
C 3.496 -5.505 -2.030
C 3.247 -6.846 -2.240
C 1.117 -6.320 -3.197
C 1.080 2.442 -1.707
C 1.393 0.834 -3.436
C -1.108 5.464 4.448
C -0.314 -1.623 -6.247
C -1.762 7.059 6.663
C -1.491 -1.746 1.170
C -1.770 4.955 5.561
C -2.131 3.606 5.591
C 2.059 -7.258 -2.818
H -1.913 -1.577 2.153
H -2.252 7.594 5.847
H 4.419 -5.176 -1.573
H -2.647 3.232 6.466
H -0.326 -0.637 -6.693
H 1.194 3.443 -1.310
H -0.681 7.198 6.597
H -0.619 -2.398 -6.938
H -1.993 -3.823 1.043
H -0.301 5.054 2.529
H -2.115 1.740 4.546
H -2.119 7.442 7.613
H -0.821 6.505 4.401
H 1.861 -8.310 -2.973
H 2.092 2.858 -3.551
H -0.955 -4.078 -1.218
H 0.142 3.670 0.963
H 1.761 0.568 -4.418

Summary:
**Relative energy (zero: lowest compared OMol25 entry of this formula, charge and spin)**: 0.0 kJ/mol
**2S+1**: 5
**LUMO energy (spin up / spin down)**: -3.36 / -3.48 eV
**HOMO (spin up / spin down)**: -10.2 / -10.2 eV
**Net charge**: +1
**⟨S²⟩**: 6.012
**E_tot**: -250383.6399 eV